No. 1
Here is a molecular structure, C34H45Sn in a non-equilibrium geometry from the Open Molecules 2025 dataset. Energies are from ωB97M-V/def2-TZVPD.

## Properties
charge	-1
HOMO-LUMO gap	2.9	eV
ΔE to the lowest compared entry with this formula, charge and spin	237.9	kJ/mol
LUMO level	2.55	eV
E_HOMO	-0.015	Ha

Geometry (Å):
C -4.724 -5.454 0.285
C -3.617 -4.477 0.540
C -3.655 -3.653 1.666
C -2.623 -2.769 1.967
C -2.785 -1.952 3.221
C -1.514 -2.675 1.094
C -0.322 -1.750 1.396
C 0.498 -2.273 2.594
C -0.723 -0.266 1.576
C -0.435 0.676 0.404
C -1.595 1.610 0.133
C -2.397 1.538 -1.028
C -2.257 0.397 -2.003
C -3.280 2.580 -1.303
C -3.496 3.619 -0.399
C -4.437 4.733 -0.717
C -2.799 3.590 0.805
C -1.877 2.593 1.102
C -1.181 2.632 2.439
C -1.473 -3.500 -0.048
C -0.294 -3.467 -0.987
C -2.523 -4.366 -0.319
H -4.536 -6.010 -0.639
H -4.818 -6.177 1.106
H -5.692 -4.944 0.193
H -4.508 -3.712 2.348
H -1.847 -1.568 3.631
H -3.466 -1.098 3.065
H -3.256 -2.570 4.000
H 0.358 -1.776 0.532
H 0.880 -3.275 2.359
H 1.365 -1.628 2.793
H -0.103 -2.344 3.510
H -1.787 -0.223 1.853
H -0.179 0.130 2.451
H -0.141 0.142 -0.513
H -3.022 0.481 -2.785
H -1.277 0.432 -2.505
H -2.366 -0.592 -1.526
H -3.784 2.602 -2.268
H -4.488 5.441 0.116
H -4.124 5.290 -1.610
H -5.455 4.375 -0.909
H -2.928 4.412 1.514
H -1.402 3.589 2.930
H -1.512 1.829 3.117
H -0.090 2.571 2.341
H -0.445 -4.213 -1.777
H -0.175 -2.491 -1.484
H 0.651 -3.711 -0.478
H -2.475 -4.988 -1.219
C 6.267 0.643 -2.408
Sn 4.581 -0.348 -1.528
C 2.900 -0.346 -2.849
C 5.140 -2.238 -0.700
C 3.771 0.882 0.322
C 3.525 2.189 -0.314
C 2.121 2.373 -0.370
C 1.618 3.523 -0.989
C 2.516 4.474 -1.500
C 3.897 4.295 -1.395
C 4.423 3.142 -0.793
C 1.461 1.283 0.342
C 2.458 0.379 0.710
H 7.147 0.494 -1.769
H 6.427 0.161 -3.382
H 6.066 1.712 -2.540
H 2.068 -0.897 -2.394
H 2.599 0.687 -3.056
H 3.232 -0.842 -3.771
H 4.340 -2.614 -0.051
H 5.299 -2.916 -1.549
H 6.072 -2.116 -0.134
H 4.676 0.709 0.907
H 0.531 3.645 -1.052
H 2.130 5.367 -1.966
H 4.580 5.070 -1.776
H 5.499 2.998 -0.675
H 0.486 1.536 0.933
H 2.301 -0.586 1.184

No. 2
Here is a gas-phase ion, CH3N2OS (charge +1) in a non-equilibrium geometry from the Open Molecules 2025 dataset. Energies are from ωB97M-V/def2-TZVPD.

## Properties
charge	+1
HOMO-LUMO gap (spin up / spin down)	6.5 / 7.3	eV
ΔE to the lowest compared entry with this formula, charge and spin	289.1	kJ/mol
LUMO level (spin up / spin down)	-8.33 / -7.89	eV
E_HOMO (spin up / spin down)	-0.545 / -0.557	Ha

Geometry (Å):
C -0.116 0.035 -0.143
N 0.430 -1.228 -0.488
N -1.051 0.535 -0.787
O 0.264 -1.935 -1.650
S -0.884 -1.738 -2.684
H 0.330 0.523 0.789
H 1.369 -1.367 -0.104
H -1.739 1.245 -0.593

No. 3
Here is 2 unconnected molecules or ions with the total composition C4H11N3O2 in a non-equilibrium geometry from the Open Molecules 2025 dataset. Energies are from ωB97M-V/def2-TZVPD.

## Properties
charge	-1
HOMO-LUMO gap (spin up / spin down)	2.5 / 9.1	eV
ΔE to the lowest compared entry with this formula, charge and spin	85.3	kJ/mol
LUMO level (spin up / spin down)	3.47 / 3.41	eV
E_HOMO (spin up / spin down)	0.034 / -0.208	Ha
spin multiplicity	2

Geometry (Å):
C 2.327 -1.073 -0.460
C 0.206 -1.748 0.444
N 1.074 -0.820 0.256
N 0.349 -3.036 -0.042
N -1.061 -1.473 0.928
H 0.713 0.503 -0.159
H 3.201 -0.802 0.137
H 2.262 -0.394 -1.318
H 1.191 -3.570 0.183
H -0.437 -3.665 0.126
H -1.172 -0.465 1.001
H -1.770 -1.917 0.360
H 2.402 -2.097 -0.824
C -0.802 3.496 -0.439
C -0.852 2.009 -0.227
O 0.305 1.459 -0.517
O -1.793 1.412 0.261
H 0.007 3.807 -1.092
H -0.654 3.876 0.578
H -1.739 3.904 -0.815

No. 4
Here is 2 unconnected molecules or ions with the total composition C5H16NS in a non-equilibrium geometry from the Open Molecules 2025 dataset. Energies are from ωB97M-V/def2-TZVPD.

## Properties
charge	+1
HOMO-LUMO gap	8.1	eV
ΔE to the lowest compared entry with this formula, charge and spin	120.1	kJ/mol
LUMO level	-3.47	eV
E_HOMO	-0.425	Ha

Geometry (Å):
C 0.525 1.589 -1.269
C -0.654 0.690 -1.291
C -1.667 1.034 -2.415
N -0.210 -0.738 -1.536
H 1.331 1.390 -0.568
H 1.022 1.512 -2.291
H 0.126 2.635 -1.062
H -1.193 0.655 -0.347
H -1.272 1.019 -3.439
H -2.143 2.047 -2.217
H -2.481 0.301 -2.324
H 0.524 -1.086 -0.905
H -0.983 -1.395 -1.520
H 0.188 -0.778 -2.464
C 1.517 -0.863 3.817
S -0.047 -1.564 3.237
C -0.031 -1.129 1.421
H 2.037 -0.041 3.276
H 2.213 -1.762 3.887
H 1.286 -0.438 4.834
H -0.664 -1.827 0.873
H -0.426 -0.113 1.282
H 1.003 -1.137 1.019